Formula: C37H34N4O6P2S2Tc
Source: the OMol25 dataset
Level of theory: ωB97M-V/def2-TZVPD

Geometry as ORCA input:
```
! wB97M-V def2-TZVPD RIJCOSX def2/J DEFGRID3
* xyz 0 4
Tc 1.2504 -0.7037 0.1780
O 4.4907 -0.6494 2.6735
C 3.8729 -0.5018 1.6468
O 2.7995 -1.2068 1.3462
C 4.2879 0.4946 0.5799
C 4.0732 -0.0708 -0.8309
C 4.8359 0.7473 -1.8637
C 4.0296 2.0720 -1.8743
C 2.8967 1.7632 -0.8999
O 2.6986 0.3342 -1.1107
C 3.3978 1.7935 0.5471
C 2.2251 1.8411 1.5267
O 2.2248 2.6348 2.4387
O 1.2157 1.0345 1.2759
H 5.3319 0.7455 0.7578
H 4.1435 -1.1525 -0.9114
H 5.8801 0.8784 -1.5840
H 4.7958 0.2557 -2.8342
H 4.6112 2.9276 -1.5330
H 3.6432 2.2949 -2.8672
H 1.9567 2.2788 -1.0737
H 3.9946 2.6796 0.7507
N -1.7348 1.1887 0.0793
P -1.1777 -0.3759 -0.2220
C -2.5079 -1.0980 -1.2177
C -2.2674 -1.6893 -2.4515
C -3.3132 -2.2731 -3.1565
C -4.5958 -2.2683 -2.6317
C -4.8443 -1.6723 -1.4004
C -3.8037 -1.0940 -0.6943
C -1.3395 -1.3462 1.3939
C -1.9878 -0.5625 2.5192
C -2.1572 -1.1853 3.6748
C -1.7030 -2.6146 3.7543
C -2.0640 -3.3711 2.4921
C -1.9135 -2.7559 1.3312
P -0.8635 2.5524 -0.5805
C -2.2057 3.2175 -1.6358
C -2.0655 3.1044 -3.0168
C -3.0744 3.5368 -3.8693
C -4.2335 4.0862 -3.3436
C -4.3850 4.2052 -1.9665
C -3.3756 3.7770 -1.1193
C -0.9051 3.7463 0.7957
C -0.8027 5.1056 0.4872
C -0.7023 6.0491 1.4957
C -0.6916 5.6454 2.8262
C -0.7750 4.2983 3.1379
C -0.8749 3.3520 2.1261
H -2.7397 1.3123 0.0039
H -1.2643 -1.7027 -2.8599
H -3.1196 -2.7362 -4.1148
H -5.4053 -2.7356 -3.1771
H -5.8456 -1.6640 -0.9903
H -4.0030 -0.6504 0.2767
H -2.2258 0.4808 2.3654
H -2.5433 -0.6901 4.5557
H -2.0834 -3.1089 4.6437
H -2.3847 -4.4011 2.5691
H -2.0830 -3.2339 0.3755
H -1.1593 2.6712 -3.4242
H -2.9535 3.4468 -4.9409
H -5.0191 4.4284 -4.0049
H -5.2875 4.6396 -1.5562
H -3.4864 3.8953 -0.0468
H -0.8131 5.4284 -0.5485
H -0.6281 7.0997 1.2461
H -0.6015 6.3805 3.6152
H -0.7371 3.9770 4.1702
H -0.8874 2.2996 2.3718
C 2.0029 -7.3352 -0.1795
C 2.5485 -5.9468 -0.3316
C 3.8796 -5.6471 -0.0769
C 4.2608 -4.3287 -0.2222
N 3.4158 -3.3718 -0.5931
C 2.1552 -3.7556 -0.8009
S 0.9838 -2.5262 -1.3140
N 1.6846 -4.9988 -0.6936
H 2.7766 -8.0868 -0.3313
H 1.1897 -7.4935 -0.8845
H 1.6017 -7.4631 0.8280
H 4.5861 -6.4108 0.2162
H 5.2842 -4.0196 -0.0374
O -0.2420 -2.6735 3.9285
S 0.7191 -1.6147 3.1493
N 0.1331 -1.5138 1.6674
*
```

Properties
* E_HOMO (alpha / beta): -0.2781 / -0.2743 Ha
* LUMO energy (alpha / beta): 0.01 / -1.52 eV
* gap between HOMO and LUMO (alpha / beta): 0.27853 / 0.21864 hartree

Here are the Löwdin charges for atoms 1 to 8, given in e:
1. Tc 1.15
2. O 0.10
3. C -0.57
4. O -0.27
5. C -0.09
6. C -0.24
7. C -0.09
8. C -0.08

=====

Formula: C5H10O2
Source: the OMol25 dataset
Level of theory: ωB97M-V/def2-TZVPD

Geometry as ORCA input:
```
! wB97M-V def2-TZVPD RIJCOSX def2/J DEFGRID3
* xyz 0 1
C -1.0838 -0.0100 -1.8394
O 0.1508 0.6046 -1.5668
C 0.4729 0.8616 -0.2463
C -0.4769 1.1768 0.8950
O 0.6989 0.8650 1.7671
C 1.1691 -0.0756 0.7450
C 0.6283 -1.4987 0.8900
H -1.4458 -0.6079 -0.9956
H -1.8468 0.7382 -2.0998
H -0.9220 -0.6608 -2.7014
H 1.1417 1.7288 -0.2570
H -1.2157 0.4578 1.2464
H -1.0097 2.1406 0.7800
H 2.2595 -0.1032 0.6379
H 0.6369 -1.9900 -0.0920
H 1.2397 -2.1085 1.5639
H -0.3970 -1.5186 1.2731
*
```

Properties
* SMILES string: CO[C@H]1CO[C@H]1C
* E_HOMO: -0.3551 Ha
* LUMO energy: 0.95 eV
* gap between HOMO and LUMO: 0.38986 hartree

Here are the Löwdin charges for atoms 1 to 8, given in e:
1. C -0.09
2. O -0.12
3. C -0.32
4. C -0.10
5. O -0.09
6. C -0.29
7. C -0.03
8. H 0.08

=====

Formula: C28H41Cl3N3O2PPtS2
Source: the OMol25 dataset
Level of theory: ωB97M-V/def2-TZVPD

Geometry as ORCA input:
```
! wB97M-V def2-TZVPD RIJCOSX def2/J DEFGRID3
* xyz 0 3
Pt 1.2248 1.2408 -0.3207
C -2.3380 5.3036 -1.7285
S -1.2911 5.4511 -0.2569
C -0.1492 4.1473 -0.5099
S -0.4813 2.8347 -1.5627
N 0.9856 4.3025 0.1062
N 1.8559 3.3026 -0.0210
C 3.1152 3.5334 -0.0085
C 4.0004 2.4487 -0.3685
C 5.3674 2.4693 -0.1275
C 6.1434 1.4231 -0.5924
C 5.5396 0.4129 -1.3206
C 4.1673 0.4515 -1.5026
N 3.4080 1.4293 -1.0241
H -3.1242 6.0473 -1.6246
H -2.7635 4.3061 -1.7784
H -1.7416 5.5084 -2.6134
H 3.4923 4.5376 0.1547
H 5.7929 3.2777 0.4504
H 7.2041 1.3936 -0.3861
H 6.1092 -0.4153 -1.7125
H 3.6642 -0.3372 -2.0453
C -4.9056 0.1414 -1.1097
C -4.3220 1.2847 -0.2825
C -3.0058 0.8450 0.3848
C -2.2813 -0.2259 -0.4493
C -2.5037 0.0785 -1.9318
C -3.9761 -0.1792 -2.2905
P -0.5024 -0.3999 0.0446
C 0.1147 -1.9421 -0.8037
C 0.8011 -1.5522 -2.1238
C 1.3924 -2.8019 -2.7651
C 0.2702 -3.7722 -3.1939
C -1.0578 -3.4588 -2.4928
C -0.8474 -3.1352 -1.0133
C -0.5427 -0.8343 1.8448
C -1.5556 -1.9129 2.2644
C -1.8439 -1.8293 3.7739
C -0.6071 -1.3730 4.5434
C -0.2492 0.0752 4.1653
C -0.7044 0.4058 2.7382
H -5.9004 0.3995 -1.4758
H -5.0177 -0.7369 -0.4676
H -5.0315 1.5921 0.4873
H -4.1527 2.1453 -0.9348
H -3.2310 0.4448 1.3742
H -2.3527 1.7120 0.5119
H -2.7194 -1.2079 -0.2456
H -1.8620 -0.5271 -2.5711
H -2.2488 1.1202 -2.1163
H -4.1110 -1.2230 -2.5858
H -4.2439 0.4399 -3.1490
H 0.9156 -2.2514 -0.1283
H 1.5806 -0.8239 -1.8950
H 0.1068 -1.0750 -2.8187
H 2.0508 -3.2809 -2.0358
H 2.0038 -2.5361 -3.6296
H 0.5691 -4.7991 -2.9734
H 0.1177 -3.7092 -4.2733
H -1.7231 -4.3195 -2.5861
H -1.5500 -2.6193 -2.9886
H -0.4175 -4.0181 -0.5337
H -1.8169 -2.9625 -0.5427
H 0.4713 -1.2120 2.0136
H -1.1546 -2.8990 2.0189
H -2.5008 -1.7957 1.7295
H -2.1818 -2.8014 4.1373
H -2.6516 -1.1162 3.9595
H 0.2282 -2.0419 4.3181
H -0.7906 -1.4367 5.6170
H 0.8269 0.2086 4.2456
H -0.7171 0.7751 4.8613
H -0.1216 1.2356 2.3337
H -1.7457 0.7265 2.7569
Cl 2.7990 1.2007 2.8931
C 3.7235 -0.2872 2.6665
Cl 5.4209 0.0574 3.0143
Cl 3.1530 -1.5148 3.8184
C 3.5300 -0.9504 1.1998
O 4.4780 -1.6268 0.8441
O 2.4121 -0.7684 0.6406
*
```

Properties
* E_HOMO (alpha / beta): -0.2713 / -0.3030 Ha
* LUMO energy (alpha / beta): -0.75 / -1.47 eV
* gap between HOMO and LUMO (alpha / beta): 0.24383 / 0.24905 hartree

Here are the Löwdin charges for atoms 1 to 8, given in e:
1. Pt 0.86
2. C -0.42
3. S 0.85
4. C -1.10
5. S 0.60
6. N -0.10
7. N -0.19
8. C -0.07

=====

Formula: C4H12IN2
Source: the OMol25 dataset
Level of theory: ωB97M-V/def2-TZVPD

Geometry as ORCA input:
```
! wB97M-V def2-TZVPD RIJCOSX def2/J DEFGRID3
* xyz 1 1
C 2.0230 1.0681 1.4106
C -1.0186 1.2510 -1.0320
C 1.7524 0.6875 -0.0976
C 0.6750 -0.3656 -0.2075
N -2.2336 -1.9943 -0.1562
N -0.5183 -0.1102 -0.6570
I 1.1077 -2.1415 0.7173
H 1.3612 1.7651 1.8678
H 1.9246 0.1457 1.8968
H 3.0142 1.5132 1.6224
H -1.6038 1.6487 -0.2229
H -0.1722 1.7562 -1.3910
H -1.8107 0.9852 -1.8873
H 1.6067 1.5873 -0.8482
H 2.6347 0.0913 -0.1591
H -1.8883 -2.9447 -0.0009
H -2.8244 -1.8680 0.7177
H -2.9844 -2.0548 -0.8927
H -1.0451 -1.0203 -0.6801
*
```

Properties
* E_HOMO: -0.5179 Ha
* LUMO energy: -3.99 eV
* gap between HOMO and LUMO: 0.37135 hartree

Here are the Löwdin charges for atoms 1 to 8, given in e:
1. C -0.09
2. C 0.02
3. C -0.23
4. C -0.71
5. N -0.01
6. N -0.05
7. I 1.15
8. H 0.07

=====

Formula: C14H14BrNO2Yb
Source: the OMol25 dataset
Level of theory: ωB97M-V/def2-TZVPD

Geometry as ORCA input:
```
! wB97M-V def2-TZVPD RIJCOSX def2/J DEFGRID3
* xyz -1 2
C 1.8948 -0.0900 -1.1300
C 1.0015 0.9986 -1.3319
C 1.0742 1.8701 -0.2009
H 0.4475 1.1380 -2.2515
C 2.0250 1.2988 0.7176
C 2.4877 0.0758 0.1506
H 3.2598 -0.5711 0.5631
H 2.1661 -0.8581 -1.8485
H 0.5281 2.8117 -0.1120
H 2.4342 1.7017 1.6472
Yb -0.6188 -1.3785 -0.1121
Br -2.0695 -1.6549 -2.3430
C 0.1360 -4.3285 0.3782
C 1.4612 -4.3762 0.9071
C 2.3752 -4.2346 -0.1754
H 1.7303 -4.4963 1.9616
C 1.6175 -4.0887 -1.3735
C 0.2343 -4.1848 -1.0398
H -0.5949 -4.2471 -1.7529
H -0.7842 -4.5133 0.9388
H 3.4669 -4.1733 -0.0936
H 2.0282 -4.0180 -2.3849
O -2.1525 -0.3355 1.4352
C -2.3684 0.5892 0.6403
C -3.1120 1.9399 0.8466
C -3.5165 2.2789 -0.6120
C -2.6000 1.3965 -1.4700
O -2.4764 1.3920 -2.6746
N -1.8830 0.5400 -0.6151
H -3.9375 1.9717 1.5698
H -2.4075 2.6927 1.2731
H -4.5475 2.0210 -0.8722
H -3.3933 3.3186 -0.9384
*
```

Properties
* E_HOMO (alpha / beta): -0.1610 / -0.1606 Ha
* LUMO energy (alpha / beta): 2.59 / 0.83 eV
* gap between HOMO and LUMO (alpha / beta): 0.25607 / 0.19115 hartree

Here are the Löwdin charges for atoms 1 to 8, given in e:
1. C -0.26
2. C -0.25
3. C -0.18
4. H 0.08
5. C -0.18
6. C -0.22
7. H 0.07
8. H 0.07

=====

Formula: C5H11NO
Source: the OMol25 dataset
Level of theory: ωB97M-V/def2-TZVPD

Geometry as ORCA input:
```
! wB97M-V def2-TZVPD RIJCOSX def2/J DEFGRID3
* xyz 0 1
C 1.7529 -0.8785 1.3389
C 0.5823 -0.5339 0.3159
N 1.2486 -0.7550 -1.0336
C -0.1413 0.8839 0.1792
C -1.1594 1.0404 -0.9733
C -2.4764 0.5495 -0.4261
O -2.7813 0.4849 0.7675
H 1.4063 -0.7570 2.3583
H 2.1880 -1.9246 1.2475
H 2.5310 -0.1494 1.0973
H -0.2363 -1.2347 0.4956
H 2.1201 -1.2510 -0.8535
H 0.6922 -1.4355 -1.5201
H 0.5240 1.7955 0.1280
H -0.7066 1.0372 1.1617
H -0.9885 0.4529 -1.9037
H -1.1876 2.1127 -1.2309
H -3.3680 0.5628 -1.1486
*
```

Properties
* SMILES string: C[C@H](N)CCC=O
* E_HOMO: -0.3500 Ha
* LUMO energy: 0.87 eV
* gap between HOMO and LUMO: 0.38211 hartree

Here are the Löwdin charges for atoms 1 to 8, given in e:
1. C -0.07
2. C -0.37
3. N 0.00
4. C -0.18
5. C -0.17
6. C -0.25
7. O 0.01
8. H 0.06

=====

Formula: C9H21IrOS3Se3SiTe
Source: the OMol25 dataset
Level of theory: ωB97M-V/def2-TZVPD

Geometry as ORCA input:
```
! wB97M-V def2-TZVPD RIJCOSX def2/J DEFGRID3
* xyz 1 2
Ir -0.9642 -0.1447 -0.9061
C 0.2271 1.8060 1.4738
C -0.1659 0.4944 2.1217
S -1.5676 -0.3489 1.3746
C -2.9176 0.8516 1.5710
C -3.6928 0.9910 0.2792
S -2.6852 1.3958 -1.1644
C -1.9471 2.9917 -0.6951
C -0.4657 3.0086 -0.9956
S 0.4689 1.6235 -0.3244
H 1.1812 2.1309 1.8901
H -0.4969 2.6007 1.6487
H -0.3563 0.6270 3.1880
H 0.6339 -0.2381 2.0166
H -2.5066 1.7951 1.9264
H -3.5866 0.4750 2.3448
H -4.4951 1.7241 0.3748
H -4.1488 0.0389 0.0016
H -2.1763 3.1914 0.3506
H -2.4332 3.7631 -1.2915
H -0.0070 3.9412 -0.6641
H -0.2938 2.9223 -2.0713
Se -0.2699 0.1584 -3.2419
Se 0.1633 -1.9709 -4.1135
Te -0.8302 -3.4518 -2.4580
Se -2.5002 -1.9877 -1.4358
C 2.0172 -3.1000 1.1784
Si 2.0202 -1.8776 -0.2241
C 3.0447 -0.3983 0.3131
C 2.9290 -2.6440 -1.6578
O 0.4608 -1.5335 -0.6517
H 3.0487 -3.3070 1.4772
H 1.5556 -4.0467 0.8873
H 1.4854 -2.7318 2.0617
H 4.0693 -0.7537 0.4537
H 2.7422 0.0407 1.2686
H 3.0779 0.3933 -0.4379
H 3.9338 -2.9442 -1.3474
H 3.0255 -1.9475 -2.4946
H 2.4221 -3.5383 -2.0269
*
```

Properties
* E_HOMO (alpha / beta): -0.3874 / -0.3836 Ha
* LUMO energy (alpha / beta): -3.42 / -5.05 eV
* gap between HOMO and LUMO (alpha / beta): 0.26187 / 0.19797 hartree

Here are the Löwdin charges for atoms 1 to 8, given in e:
1. Ir 0.26
2. C -0.43
3. C -0.47
4. S 0.85
5. C -0.44
6. C -0.48
7. S 0.78
8. C -0.44

=====

Formula: C43H90FN3O12P
Source: the OMol25 dataset
Level of theory: ωB97M-V/def2-TZVPD

Geometry as ORCA input:
```
! wB97M-V def2-TZVPD RIJCOSX def2/J DEFGRID3
* xyz 1 1
C -1.2184 2.6158 -1.4181
C -2.5231 2.8654 -2.2943
O -2.4950 1.8604 -3.3558
P -3.5290 0.5914 -3.0184
O -4.9502 1.1143 -3.1414
C -3.3221 -0.1422 -1.3245
C -1.8585 -0.6917 -1.0351
C -1.7872 -2.2540 -1.2893
N -0.4359 -2.8035 -0.9817
C 0.4652 -2.3438 -2.1029
O 1.6080 -1.6250 -1.6551
O 1.2237 -0.4623 -0.9800
C -0.4366 -4.2448 -1.0930
N -1.5109 -4.8174 -1.8800
N 0.4823 -4.9652 -0.5039
C 0.4263 -6.4465 -0.6327
C 1.2436 -6.8609 -1.9273
F 2.3859 -7.5835 -1.5983
C 1.5368 -4.3350 0.3255
C 2.9287 -5.0610 0.3007
C 3.8142 -4.7054 -0.9639
C 4.4472 -3.2677 -0.8324
C 5.7289 -3.0587 -1.7318
C 5.5185 -3.5139 -3.2287
C 5.9709 -5.0199 -3.4578
O 6.3781 -5.1317 -4.8220
C 5.8954 -6.3237 -5.4593
O -3.3209 -0.6070 -4.1679
C -2.1982 -0.3295 -5.0519
C -1.8905 -1.5836 -5.9772
H -0.4928 2.0905 -2.0922
H -0.7733 3.5727 -1.0497
H -1.4488 2.0037 -0.5135
H -3.4587 2.7125 -1.6931
H -2.5352 3.8939 -2.7318
H -4.0592 -0.9865 -1.2561
H -3.5978 0.6185 -0.5613
H -1.1942 -0.1905 -1.7875
H -1.5213 -0.4003 -0.0137
H -2.5765 -2.7010 -0.6367
H -2.0866 -2.3912 -2.3642
H 0.8330 -3.2472 -2.6521
H -0.0614 -1.7070 -2.8529
H 1.5839 -0.5582 -0.0834
H -2.0457 -5.4678 -1.3054
H -1.1527 -5.2564 -2.7266
H 0.9064 -6.9179 0.2620
H -0.6075 -6.8448 -0.6728
H 0.6328 -7.5051 -2.6116
H 1.5522 -5.9754 -2.5357
H 1.7214 -3.2635 0.0793
H 1.1760 -4.3362 1.3924
H 3.5001 -4.6590 1.1805
H 2.8891 -6.1638 0.4437
H 4.6779 -5.4269 -0.9253
H 3.3034 -4.8924 -1.9356
H 4.6459 -2.9992 0.2377
H 3.6831 -2.5377 -1.2040
H 5.8824 -1.9446 -1.7669
H 6.6606 -3.4711 -1.2724
H 4.4509 -3.4446 -3.5572
H 6.0994 -2.8489 -3.9153
H 6.8710 -5.2108 -2.8152
H 5.1034 -5.6644 -3.1823
H 6.7865 -6.8586 -5.8802
H 5.3778 -7.0356 -4.7767
H 5.2609 -6.0136 -6.3250
H -1.2539 -0.1090 -4.4969
H -2.5042 0.5079 -5.7272
H -2.3390 -2.5122 -5.5500
H -2.1955 -1.4180 -7.0336
H -0.7770 -1.7374 -5.9645
C -4.5203 4.6618 -7.2719
C -3.3721 4.7454 -6.2827
C -2.9889 3.2869 -6.1236
O -3.2859 2.6419 -7.3706
C -4.0717 3.5289 -8.1782
H -4.7035 5.5908 -7.8124
H -5.4409 4.3820 -6.7508
H -2.5444 5.3023 -6.7214
H -3.6392 5.2206 -5.3383
H -3.5850 2.8020 -5.3451
H -1.9304 3.1538 -5.8850
H -3.4351 3.8983 -8.9898
H -4.9089 2.9819 -8.6150
C 1.1313 7.4522 -5.0947
C 1.6453 6.2109 -5.7987
C 0.4627 5.2670 -5.6743
O -0.7167 6.0816 -5.6619
C -0.3337 7.4539 -5.4919
H 1.6501 8.3670 -5.3814
H 1.2255 7.3309 -4.0114
H 1.8364 6.4341 -6.8522
H 2.5600 5.8060 -5.3652
H 0.4966 4.7082 -4.7318
H 0.4056 4.5538 -6.4993
H -0.4853 7.9666 -6.4476
H -0.9728 7.9222 -4.7414
C -3.4134 0.8959 2.7370
C -2.7637 -0.2068 3.5508
C -1.3341 0.2914 3.6658
O -1.3922 1.7216 3.6532
C -2.7102 2.1332 3.2646
H -4.4968 0.9434 2.8473
H -3.1828 0.7587 1.6745
H -3.2238 -0.2568 4.5417
H -2.8353 -1.1947 3.0920
H -0.7288 -0.0283 2.8069
H -0.8447 -0.0479 4.5815
H -3.2157 2.5283 4.1516
H -2.6415 2.9291 2.5205
C -1.4714 2.7940 8.0576
C -0.9518 1.5669 7.3339
C -2.1176 0.6062 7.4630
O -3.3086 1.4028 7.5008
C -2.9421 2.7790 7.6815
H -0.9687 3.7184 7.7735
H -1.3601 2.6626 9.1383
H -0.7787 1.8043 6.2793
H -0.0251 1.1701 7.7510
H -2.0638 0.0377 8.3980
H -2.1734 -0.0984 6.6313
H -3.1137 3.2999 6.7326
H -3.5773 3.2306 8.4455
C 0.4708 -4.4387 6.7592
C -0.0712 -4.4921 5.3438
C -1.1119 -3.3862 5.3642
O -0.6514 -2.4038 6.2982
C 0.4424 -2.9491 7.0490
H 1.4645 -4.8737 6.8668
H -0.2077 -4.9649 7.4364
H 0.7241 -4.2450 4.6321
H -0.4864 -5.4622 5.0677
H -2.0803 -3.7577 5.7155
H -1.2523 -2.9219 4.3848
H 1.3617 -2.4605 6.7081
H 0.3047 -2.7292 8.1085
C 2.9582 6.4352 8.0151
C 3.4819 5.2112 7.2886
C 2.3152 4.2480 7.4155
O 1.1245 5.0445 7.4530
C 1.4885 6.4195 7.6362
H 3.4594 7.3615 7.7341
H 3.0678 6.3013 9.0952
H 3.6564 5.4508 6.2355
H 4.4079 4.8146 7.7055
H 2.3695 3.6783 8.3497
H 2.2581 3.5445 6.5823
H 1.3172 6.9424 6.6891
H 0.8520 6.8681 8.4007
*
```

Properties
* E_HOMO: -0.3829 Ha
* LUMO energy: -3.90 eV
* gap between HOMO and LUMO: 0.23961 hartree

Here are the Löwdin charges for atoms 1 to 8, given in e:
1. C -0.06
2. C -0.22
3. O -0.28
4. P 0.62
5. O -0.30
6. C -0.19
7. C -0.20
8. C -0.18